C8H7FeN2O5 as an isolated structure. Source: OMol25; level of theory: the ωB97M-V functional and the def2-TZVPD basis.

Geometry as ORCA input:
```
! wB97M-V def2-TZVPD RIJCOSX def2/J DEFGRID3
* xyz 1 5
O -2.543 -3.607 -0.363
C -2.064 -3.006 -1.235
Fe 0.580 0.723 0.591
O 2.294 -1.580 0.638
C 1.633 -0.649 0.520
C 1.725 1.993 0.157
O 2.474 2.870 0.099
C -0.973 0.737 -1.113
O -2.026 0.682 -1.659
C 0.302 -0.096 -1.346
O 0.678 -0.784 -2.249
H -0.793 1.436 -0.139
C -1.240 0.766 5.426
N -0.134 0.132 4.658
C 0.932 -0.631 5.383
C -0.059 0.262 3.378
N 0.092 0.508 2.246
H -0.999 0.563 6.478
H -2.183 0.248 5.126
H -1.213 1.856 5.210
H 0.893 -1.693 5.069
H 1.927 -0.199 5.156
H 0.698 -0.532 6.458
*
```

Results
- E_LUMO (alpha / beta): -5.0 / -6.5 eV
- Frontier orbital gap (alpha / beta): 6.944 / 7.024 eV
- Relative energy (zero: lowest compared OMol25 entry of this formula, charge and spin): 0.0 kcal/mol
- HOMO (alpha / beta): -0.439 / -0.497 Eh